This record from OMol25 describes a molecular structure, C44H35IrN5P2SSe2 at a distorted geometry. The level of theory is ωB97M-V/def2-TZVPD.

Structure (XYZ):
```
90
Properties=species:S:1:pos:R:3:forces:R:3
Ir -2.307477 -0.474806 0.023125 1.8 -0.2 0.3
Se 4.443514 -0.768949 1.223751 0.1 -0.1 0.1
P 3.574610 1.141952 0.590423 -0.5 0.1 -0.2
C 4.250870 1.699599 -0.964553 0.0 0.0 0.1
C 5.490854 2.342846 -0.991849 0.0 0.0 0.0
C 6.049865 2.692633 -2.208763 0.1 0.0 0.0
C 5.386757 2.388940 -3.392220 0.0 0.0 0.0
C 4.171242 1.717814 -3.362913 0.0 0.0 0.0
C 3.601823 1.363246 -2.150303 0.0 0.0 0.0
C 3.660312 2.394475 1.862293 0.1 -0.1 -0.1
C 3.351288 1.997334 3.164593 0.0 0.0 0.0
C 3.402155 2.924237 4.188951 0.0 0.0 0.1
C 3.768291 4.238916 3.919456 0.0 0.0 0.0
C 4.071584 4.631536 2.623779 0.0 0.1 0.0
C 4.017154 3.712522 1.585967 -0.1 0.0 0.0
C 1.888740 0.558681 0.363856 -0.1 -0.4 0.1
C 0.562792 0.937281 0.139736 -0.1 -0.1 0.1
N -0.142427 -0.223562 0.180599 -0.9 0.1 -0.1
N 0.659650 -1.241754 0.428221 0.2 0.2 0.0
N 1.876274 -0.786467 0.537467 -0.2 0.1 -0.1
P -0.370281 2.450303 -0.155409 0.6 -0.1 0.0
Se -2.484112 1.950629 0.038123 -0.5 -0.3 -0.1
C 0.009315 3.674064 1.094981 0.0 0.1 -0.1
C -0.219085 3.322213 2.427430 0.1 0.0 0.0
C -0.143936 4.291642 3.410633 0.0 0.0 0.1
C 0.157666 5.607262 3.071050 0.0 0.0 0.0
C 0.395916 5.952989 1.749700 0.0 0.1 0.0
C 0.310957 4.991593 0.751646 0.0 0.0 0.1
C 0.040673 3.083694 -1.780771 -0.1 0.0 0.0
C -0.898265 3.045484 -2.809238 0.1 0.0 0.0
C -0.572372 3.571213 -4.051678 0.0 0.0 0.0
C 0.678355 4.135664 -4.262197 0.0 0.0 0.0
C 1.619455 4.157663 -3.239182 0.1 0.0 0.0
C 1.307257 3.630203 -1.997967 0.0 0.0 0.0
H 6.019423 2.557542 -0.070075 0.0 0.0 0.0
H 7.009110 3.193191 -2.234392 0.0 0.0 0.0
H 5.827470 2.668447 -4.340856 0.0 0.0 0.0
H 3.666902 1.464526 -4.286798 0.0 0.0 0.0
H 2.661514 0.825842 -2.130449 0.0 0.0 0.0
H 3.091793 0.965894 3.372267 0.0 0.0 0.0
H 3.166287 2.621514 5.201329 0.0 0.0 0.0
H 3.821009 4.959763 4.726211 0.0 0.0 0.0
H 4.359845 5.655173 2.418810 0.0 0.0 0.0
H 4.261823 4.020539 0.577011 0.0 0.0 0.0
H -0.475107 2.299824 2.684201 0.0 0.0 0.0
H -0.341526 4.025444 4.441968 0.0 0.0 0.0
H 0.192768 6.367358 3.842383 0.0 0.0 0.0
H 0.624919 6.979031 1.486963 0.0 -0.1 0.0
H 0.459350 5.273661 -0.281915 0.0 0.0 0.0
H -1.876451 2.616599 -2.638564 0.0 0.0 0.0
H -1.300809 3.545191 -4.852334 0.0 0.0 0.0
H 0.920600 4.565491 -5.226393 0.0 0.0 0.0
H 2.598765 4.590305 -3.407995 -0.1 0.0 0.0
H 2.042534 3.646206 -1.200792 0.0 0.0 0.0
S -4.659902 -0.533943 0.025672 0.3 -0.1 -0.2
C -5.045428 -2.237714 -0.012176 0.0 0.2 -0.2
N -5.006755 -2.923443 1.145082 -0.1 -0.2 0.1
C -5.294201 -4.233306 1.252506 0.0 0.0 0.2
C -5.656032 -4.942516 0.141659 -0.2 -0.2 -0.1
C -5.745916 -4.274369 -1.076535 -0.1 0.1 0.0
C -5.443626 -2.926447 -1.150913 -0.1 0.0 -0.1
H -4.749384 -2.394942 1.971007 0.1 0.0 0.0
H -5.222995 -4.664103 2.241248 0.0 0.0 0.0
H -5.896518 -5.994835 0.212746 0.0 0.1 0.1
H -6.075176 -4.814822 -1.956843 0.1 0.1 0.0
H -5.517208 -2.375376 -2.077947 0.0 0.0 0.0
N -1.988789 -2.269486 -0.002516 -0.9 0.9 -0.1
C -1.872101 -3.519240 -0.034241 0.1 -0.4 0.0
C -1.829172 -4.253815 1.265631 0.0 0.1 0.1
C -2.375424 -5.530806 1.394113 0.0 0.0 -0.1
C -2.367231 -6.169887 2.626360 0.0 0.0 0.0
C -1.821591 -5.538039 3.736713 -0.1 0.0 0.0
C -1.289327 -4.261044 3.613931 0.0 0.0 0.1
C -1.298189 -3.616311 2.387563 0.1 0.0 -0.1
C -1.826098 -4.227584 -1.344572 0.0 0.1 -0.1
C -1.178996 -5.454692 -1.481398 0.1 0.1 0.0
C -1.192989 -6.110243 -2.703322 0.0 -0.1 0.0
C -1.852303 -5.553813 -3.789459 0.0 0.0 0.0
C -2.459943 -4.309546 -3.670230 0.0 0.0 0.0
C -2.433078 -3.643242 -2.456999 -0.1 0.0 0.0
H -2.826050 -6.018698 0.538672 0.1 0.0 0.0
H -2.787160 -7.165115 2.716768 0.0 0.1 0.0
H -1.820710 -6.037306 4.697769 0.0 0.0 0.0
H -0.869313 -3.767893 4.481599 0.0 0.0 0.0
H -0.866613 -2.629266 2.278096 0.0 0.0 0.0
H -0.638574 -5.879647 -0.646204 -0.1 0.0 0.0
H -0.686973 -7.062313 -2.804582 0.0 0.0 0.0
H -1.892620 -6.087217 -4.731569 0.1 0.0 0.0
H -2.948815 -3.858627 -4.524454 0.0 0.0 0.0
H -2.904392 -2.673026 -2.352509 0.0 0.0 0.0
```
Forces are in eV/Å.

Output
- strongest force on any atom (eV/Å) = 1.84
- 2S+1 = 2
- HOMO energy (spin up / spin down) (eV) = -12.85 / -12.84
- gap between HOMO and LUMO (spin up / spin down) (eV) = 6.859 / 6.179
- net charge = +2

These are the Löwdin partial charges, in e, on atoms 1 to 6: 0.73, 0.66, 0.71, -0.38, -0.09, -0.05

***

This record from OMol25 describes a molecular structure, C44H35N5OP2Pd. The level of theory is ωB97M-V/def2-TZVPD.

Structure (XYZ):
```
88
Properties=species:S:1:pos:R:3:forces:R:3
Pd -0.019646 -0.215669 0.076108 -0.5 -0.4 0.0
N 0.707828 -2.055708 2.222758 -0.3 -0.3 0.0
P -0.387936 -0.766708 2.436983 0.7 0.6 -0.2
C -1.503143 -1.319128 3.740270 -0.1 0.0 -0.1
C -2.877315 -1.176844 3.590784 -0.1 0.0 0.0
C -3.732840 -1.579201 4.609355 0.0 0.0 0.0
C -3.213383 -2.130470 5.769390 0.0 0.0 0.0
C -1.837855 -2.279973 5.921028 0.0 0.0 0.0
C -0.981751 -1.870250 4.913734 -0.1 0.0 0.0
C 0.579203 0.550556 3.270860 -0.2 -0.1 0.2
C 1.802539 0.944237 2.729841 0.1 0.0 -0.1
C 2.532065 1.971069 3.307348 0.0 0.0 0.0
C 2.030491 2.645892 4.415151 0.0 0.0 0.0
C 0.791880 2.295576 4.930751 0.0 0.0 0.0
C 0.072360 1.247985 4.366178 0.0 0.0 0.0
P 0.931968 -2.378366 0.562105 0.3 0.4 0.3
C 0.682771 -4.165794 0.451135 -0.1 0.0 -0.3
C -0.130771 -4.702253 -0.539639 -0.1 0.0 0.0
C -0.277040 -6.080120 -0.651528 0.0 0.0 0.0
C 0.388024 -6.917807 0.227642 0.0 0.0 0.0
C 1.202545 -6.385400 1.222569 0.0 0.0 0.0
C 1.357740 -5.014664 1.331427 0.0 0.0 -0.1
C 2.729047 -2.236664 0.297771 0.0 -0.2 0.1
C 3.607124 -1.851563 1.304913 0.0 0.0 0.0
C 4.971330 -1.767524 1.046974 0.0 0.0 0.0
C 5.462297 -2.060253 -0.215778 0.0 0.0 0.0
C 4.588819 -2.446449 -1.226144 0.0 0.0 0.0
C 3.231253 -2.537597 -0.968043 0.0 0.0 0.0
H 0.719543 -2.824716 2.883449 0.2 0.1 0.1
H -3.283618 -0.754792 2.679131 0.0 0.0 0.0
H -4.802053 -1.466778 4.490836 0.0 0.0 0.0
H -3.879355 -2.443917 6.562218 0.0 0.0 0.0
H -1.434485 -2.709441 6.828248 0.0 0.0 0.0
H 0.090281 -1.956432 5.055389 0.0 0.0 0.0
H 2.197483 0.438794 1.854319 0.0 0.0 0.0
H 3.493325 2.247807 2.893491 0.0 0.0 0.0
H 2.605691 3.438737 4.875028 0.0 0.0 0.0
H 0.385625 2.830991 5.778915 0.0 0.0 0.0
H -0.889089 0.978254 4.785556 0.0 0.0 0.0
H -0.661860 -4.045742 -1.219489 0.0 0.0 0.0
H -0.915930 -6.494528 -1.419819 0.0 0.0 0.0
H 0.278089 -7.990438 0.139202 0.0 0.0 0.0
H 1.723171 -7.041641 1.907074 0.0 0.0 0.0
H 2.025507 -4.613031 2.086413 0.0 0.0 0.0
H 3.226196 -1.624766 2.292808 0.0 0.0 0.0
H 5.651045 -1.484660 1.840232 0.0 0.0 0.0
H 6.525333 -2.008333 -0.409849 0.0 0.0 0.0
H 4.971863 -2.690363 -2.208549 0.0 0.0 0.0
H 2.561166 -2.883760 -1.749632 0.0 0.0 0.0
C 2.117719 10.414859 -8.579654 0.0 0.0 0.1
O 1.656471 10.373439 -7.211504 0.0 0.0 -0.1
C 1.554341 9.233501 -6.577611 0.0 0.0 -0.1
C 1.116649 9.318834 -5.230974 0.0 0.0 -0.1
C 0.980229 8.190651 -4.491516 0.0 -0.1 0.0
C 1.270232 6.913184 -5.057369 0.0 0.2 -0.1
C 1.706326 6.845798 -6.407016 0.0 0.0 0.1
C 1.847901 7.972652 -7.159661 0.0 0.1 0.1
C 1.088843 5.769484 -4.261898 -0.1 -0.3 0.2
N 0.635753 5.786662 -2.989742 0.1 0.1 -0.2
C 0.574996 4.519764 -2.603664 0.0 -0.1 0.1
C 0.998603 3.652449 -3.636783 0.0 -0.1 0.0
N 1.315563 4.461392 -4.668360 0.0 0.1 0.0
C 1.019956 2.228807 -3.503951 0.0 0.1 -0.1
C 1.430237 1.330746 -4.497615 0.0 0.0 0.0
C 1.364229 -0.017132 -4.247013 0.0 0.0 0.0
C 0.900759 -0.437560 -2.999821 0.0 0.0 0.0
N 0.533090 0.402146 -2.043292 0.0 -0.1 0.0
C 0.577681 1.718003 -2.273441 -0.1 0.1 0.2
C 0.125117 2.608543 -1.181286 0.1 -0.2 -0.1
N -0.296124 2.026528 -0.051511 0.0 -0.1 0.1
C -0.705608 2.792841 0.949302 0.0 0.0 0.0
C -0.708343 4.186590 0.887427 0.0 0.0 0.0
C -0.283020 4.796570 -0.268435 0.0 0.0 0.0
C 0.133070 3.993259 -1.333049 0.1 0.2 -0.1
H 2.143315 11.465927 -8.839758 0.0 0.0 0.0
H 1.417844 9.886929 -9.224846 0.0 0.0 0.0
H 3.116098 9.987393 -8.650732 0.0 0.0 0.0
H 0.899808 10.297324 -4.825993 0.0 0.0 0.0
H 0.648227 8.238112 -3.464757 0.0 0.0 0.0
H 1.931683 5.893355 -6.869549 0.0 0.0 0.0
H 2.172923 7.902191 -8.185810 0.0 0.0 0.0
H 1.679442 4.174439 -5.561516 0.0 0.0 0.0
H 1.792172 1.689080 -5.453490 0.0 0.0 0.0
H 1.657742 -0.744550 -4.989698 0.0 0.0 0.0
H 0.812481 -1.490730 -2.765421 0.0 0.0 0.0
H -1.040867 2.277925 1.840323 0.0 0.0 0.0
H -1.040022 4.761806 1.739679 0.0 0.0 0.0
H -0.263563 5.873418 -0.371690 0.0 0.0 0.0
```
Forces are in eV/Å.

Output
- strongest force on any atom (eV/Å) = 0.96
- 2S+1 = 3
- HOMO energy (spin up / spin down) (eV) = -11.22 / -12.77
- gap between HOMO and LUMO (spin up / spin down) (eV) = 5.770 / 4.471
- net charge = +2

These are the Löwdin partial charges, in e, on atoms 1 to 6: 0.43, -0.37, 0.89, -0.39, -0.09, -0.07

***

This record from OMol25 describes a molecular structure, C44H36AsClF6N3O3PSbTi at a distorted geometry. The level of theory is ωB97M-V/def2-TZVPD.

Structure (XYZ):
```
97
Properties=species:S:1:pos:R:3:forces:R:3
Ti 9.307821 13.158151 13.167563 -0.3 0.3 -0.5
C 6.312587 14.954723 13.345394 -0.7 0.2 0.9
C 6.576001 14.360213 14.675020 2.5 0.2 -1.5
C 5.738962 14.567765 15.708373 -1.7 -0.1 0.4
C 5.772819 13.788795 16.847354 -0.5 1.1 -1.1
C 6.849542 12.975220 16.933102 0.6 -1.4 1.9
C 7.841084 12.923761 15.936831 -0.6 0.2 0.1
N 7.710024 13.626433 14.768750 0.1 -1.5 1.7
Sb 9.460911 11.721366 16.669726 0.5 0.8 -0.8
C 7.212661 9.356940 14.870919 -0.5 0.9 -1.6
C 7.663353 8.049865 14.818285 -0.3 0.3 0.2
C 7.702717 7.492171 13.548609 -0.7 -0.9 -0.2
C 7.237923 8.184830 12.450826 -0.3 1.7 0.1
C 6.833522 9.537717 12.622128 0.8 -0.1 0.5
C 6.620445 10.473363 11.474417 -1.0 1.6 1.6
N 6.848180 10.122259 13.855430 0.5 -2.0 1.0
C 10.795952 13.383725 16.113020 0.1 -1.0 0.3
C 11.772573 13.662799 17.068539 -0.1 0.0 -0.7
C 12.678191 14.668906 16.823373 1.6 -0.5 0.7
C 12.578680 15.328559 15.620424 -0.1 0.4 0.9
C 11.577293 15.046825 14.725969 -0.1 -0.1 -0.2
C 11.519455 15.946738 13.535502 0.1 0.6 0.0
N 10.715149 14.028225 14.944083 -0.3 0.5 -0.5
H 6.990325 15.711043 13.015973 0.6 0.2 0.0
H 5.344175 15.397840 13.395202 -0.8 0.5 -0.2
H 6.253389 14.157485 12.650723 0.2 -0.7 -1.0
H 4.931984 15.214578 15.453865 -0.7 0.4 0.4
H 4.945890 13.818808 17.532833 0.1 0.0 0.5
H 6.896172 12.404244 17.908099 0.5 0.3 -1.4
H 7.919135 7.470168 15.696359 0.1 0.1 0.0
H 7.970434 6.441670 13.432935 0.2 0.2 0.0
H 7.183475 7.774685 11.452780 0.2 -0.2 0.0
H 6.180110 10.017991 10.606588 0.2 -0.4 -0.5
H 8.734482 10.529676 11.165295 -0.1 0.6 0.1
H 5.890469 11.276564 11.796748 0.6 -1.0 -0.2
H 11.874539 12.996681 17.897275 -0.1 0.0 0.6
H 13.557135 14.810497 17.514084 -1.2 0.1 -0.8
H 13.186233 16.166394 15.386085 0.7 0.4 0.0
H 12.219925 16.773993 13.667431 0.0 -0.1 0.2
H 10.548557 16.410367 13.399889 -0.2 -0.2 -0.1
H 11.842578 15.499906 12.613187 -0.3 -0.6 -0.5
Cl 12.746457 7.175556 11.238567 0.3 -1.6 -0.2
C 11.894374 8.381970 12.068762 1.1 2.3 -0.7
C 11.070341 8.174159 13.178565 1.7 -2.2 -1.6
C 10.492876 9.145655 13.870532 -0.6 2.5 0.3
C 10.605708 10.491041 13.345380 0.2 0.3 0.9
O 9.957623 11.480772 13.934751 0.7 -1.7 -0.3
C 11.548331 10.704327 12.269843 -0.4 0.3 0.5
C 11.745275 11.948413 11.649174 -3.4 4.4 1.0
O 11.019772 13.023683 11.956228 2.6 -3.2 -1.0
C 12.244526 9.656077 11.675236 -0.5 -1.0 0.5
H 11.096732 7.133446 13.420678 -0.7 -0.5 0.8
H 9.946058 8.913230 14.775874 0.0 0.4 -0.2
H 12.411638 12.091410 10.779613 0.0 -0.3 0.6
H 13.033829 9.857302 10.946570 -0.5 -0.2 0.1
O 8.143141 12.315823 12.054788 -0.1 -0.1 0.0
C 7.910321 11.276958 11.159625 -0.2 -0.9 -1.3
C 7.710252 11.799375 9.715456 0.3 -0.2 1.9
C 6.588004 12.581915 9.532819 0.2 1.4 -1.7
C 6.368750 13.230838 8.303925 0.7 -0.8 0.3
C 7.288523 13.076698 7.291637 1.7 -1.9 0.0
C 8.380042 12.168136 7.461643 0.1 0.1 -0.1
C 8.620694 11.514610 8.713289 -0.2 1.0 -1.9
P 10.087621 10.427494 9.008580 -0.5 1.2 0.3
C 11.221841 11.052931 7.748092 0.9 -1.3 -1.5
C 11.798531 12.309527 7.897917 0.5 0.8 -0.3
C 12.769054 12.764070 6.974980 -0.6 -1.3 0.2
C 13.189192 11.886050 5.969553 -0.6 0.5 -0.4
C 12.620978 10.641829 5.753509 -0.8 -0.6 2.0
C 11.638102 10.191018 6.680860 1.0 1.6 0.0
C 9.519658 8.916736 8.255127 -1.4 -0.9 -1.4
C 8.340881 8.818094 7.472248 0.8 -2.0 0.8
C 7.866765 7.574558 7.026439 -0.5 1.2 0.1
C 8.583487 6.416004 7.287364 0.6 0.9 0.2
C 9.824933 6.494780 7.897226 -0.1 1.7 0.0
C 10.273465 7.769629 8.371462 0.5 -2.1 0.0
H 5.988793 12.902006 10.352258 -0.5 -0.3 0.6
H 5.518801 13.824339 8.054990 -0.6 0.5 0.5
H 7.187210 13.568229 6.337503 -0.1 0.1 -0.1
H 9.053846 11.965976 6.579184 -0.7 0.3 1.2
H 11.469364 12.934585 8.742849 0.1 -0.1 -0.5
H 13.211821 13.747304 6.991075 -0.1 0.1 0.4
H 13.899491 12.214104 5.242600 0.6 0.3 -0.2
H 13.026202 9.972399 5.000103 -0.3 0.1 0.0
H 11.286197 9.174363 6.636348 -0.2 0.0 -0.2
H 7.763125 9.655245 7.244328 -0.8 1.3 -0.2
H 6.895514 7.617273 6.499341 0.7 -0.5 0.2
H 8.273726 5.460284 6.983496 -0.7 -1.0 -0.5
H 10.399963 5.579535 7.895835 0.4 0.2 0.5
H 11.269872 7.836060 8.803704 -0.2 -0.1 0.2
F 9.129865 15.052966 12.244314 -0.4 -0.1 0.5
As 8.771815 15.839755 10.651143 0.8 -0.4 -0.6
F 8.413156 17.294920 11.513831 0.0 -0.2 0.1
F 10.423904 16.259606 10.590499 0.8 0.6 0.4
F 8.516985 16.500623 9.136496 -0.4 1.1 -1.3
F 9.254671 14.361596 9.884354 -0.5 -0.4 0.4
F 7.126529 15.380971 10.738374 -0.2 -0.4 0.2
```
Forces are in eV/Å.

Output
- strongest force on any atom (eV/Å) = 5.66
- 2S+1 = 4
- HOMO energy (spin up / spin down) (eV) = -7.27 / -7.99
- gap between HOMO and LUMO (spin up / spin down) (eV) = 6.433 / 6.695

These are the Löwdin partial charges, in e, on atoms 1 to 6: 1.03, -0.02, -0.30, -0.03, -0.05, -0.18